A molecular structure, C56H59FeN6O5, computed with ωB97M-V/def2-TZVPD.

Last column: Mulliken charge in e.
Cartesian coordinates (Å):
Fe -0.106 0.084 -0.541  2.063
C 3.242 0.162 -2.464  -1.899
N 1.789 0.343 -2.261  0.930
C 1.250 1.074 -3.173  -0.363
C -0.079 1.583 -3.165  -0.873
C -0.683 2.394 -4.144  -1.037
C -1.962 2.678 -3.670  -1.124
C -2.059 2.025 -2.426  -0.784
N -0.932 1.367 -2.123  1.209
C 3.672 -0.938 -3.418  0.534
C 4.099 -2.174 -2.943  0.367
C 4.562 -3.154 -3.812  -0.702
C 4.611 -2.910 -5.177  -0.547
C 4.195 -1.677 -5.665  -0.853
C 3.738 -0.700 -4.791  -0.360
H 3.712 -0.021 -1.496  -0.125
H 3.670 1.099 -2.831  1.129
H 1.859 1.430 -4.011  0.142
H -0.237 2.716 -5.078  0.522
H -2.727 3.273 -4.149  0.485
H -2.910 2.014 -1.752  0.216
H 4.080 -2.378 -1.879  0.399
H 4.883 -4.112 -3.420  0.414
H 4.977 -3.671 -5.855  0.398
H 4.242 -1.470 -6.729  0.404
H 3.442 0.268 -5.180  0.341
C 3.144 -4.203 2.283  -1.482
C 3.484 -3.038 1.377  1.143
C 4.959 -2.937 1.062  -1.865
O 3.076 -1.814 1.983  -0.135
C 1.874 -1.399 1.407  -0.747
C 1.896 -2.045 0.018  0.385
O 2.730 -3.154 0.165  -0.474
C 0.308 -3.738 -0.544  -0.400
O 0.581 -2.393 -0.387  1.686
C 0.301 -4.241 -1.874  0.977
C -0.158 -5.542 -2.188  -0.973
C -0.237 -5.965 -3.500  -0.915
C 0.129 -5.118 -4.544  -0.784
C 0.556 -3.825 -4.256  -1.090
C 0.640 -3.389 -2.949  -0.156
C -0.118 -4.445 0.657  -0.527
C 0.304 -5.749 0.943  0.249
C -0.101 -6.381 2.108  -1.071
C -0.934 -5.728 3.009  -0.741
C -1.361 -4.433 2.733  -0.698
C -0.953 -3.797 1.572  0.320
C 2.849 0.770 1.768  -0.236
O 1.767 0.027 1.328  2.026
C 3.567 1.567 0.769  -0.006
C 4.966 1.613 0.757  -0.083
C 5.639 2.451 -0.119  -0.921
C 4.927 3.266 -0.992  -0.761
C 3.541 3.195 -1.016  -0.758
C 2.871 2.337 -0.159  -0.460
C 3.041 0.876 3.178  1.705
C 2.243 0.134 4.083  -0.216
C 2.391 0.261 5.449  -1.459
C 3.342 1.127 5.982  -0.650
C 4.126 1.882 5.114  -0.795
C 3.977 1.773 3.744  -1.021
H 3.658 -4.081 3.238  0.401
H 3.459 -5.138 1.817  0.374
H 2.066 -4.242 2.450  0.243
H 5.490 -2.609 1.957  0.365
H 5.119 -2.209 0.266  0.322
H 5.345 -3.906 0.744  0.414
H 1.003 -1.751 1.960  0.359
H 2.272 -1.348 -0.722  -0.937
H -0.483 -6.201 -1.395  0.568
H -0.607 -6.960 -3.718  0.452
H 0.068 -5.459 -5.570  0.418
H 0.824 -3.147 -5.057  0.478
H 0.921 -2.363 -2.742  0.527
H 0.982 -6.248 0.260  0.561
H 0.247 -7.384 2.324  0.412
H -1.244 -6.224 3.920  0.409
H -2.021 -3.921 3.423  0.464
H -1.290 -2.796 1.340  0.270
H 5.523 0.971 1.430  0.535
H 6.723 2.465 -0.124  0.435
H 5.452 3.940 -1.658  0.412
H 2.975 3.799 -1.718  0.484
H 1.799 2.266 -0.199  0.350
H 1.503 -0.549 3.695  0.561
H 1.760 -0.320 6.111  0.438
H 3.466 1.217 7.054  0.410
H 4.858 2.573 5.514  0.443
H 4.570 2.408 3.101  0.494
O -1.051 -0.493 1.933  -0.295
C -1.121 0.571 2.856  -1.276
C -0.647 1.886 2.286  0.334
C -0.132 2.873 3.114  -0.744
C 0.213 4.096 2.561  -0.645
C 0.032 4.293 1.201  -0.659
C -0.470 3.246 0.446  -0.738
N -0.794 2.061 0.975  0.579
H -1.900 -0.517 1.461  0.081
H -0.520 0.315 3.728  0.496
H -2.153 0.700 3.200  0.514
H 0.003 2.680 4.172  0.445
H 0.616 4.884 3.186  0.424
H 0.286 5.233 0.728  0.531
H -0.626 3.334 -0.627  0.211
C -5.596 0.584 0.986  -0.737
C -4.382 1.463 0.787  -0.680
N -3.247 0.613 0.449  0.288
C -3.384 -0.430 -0.477  -0.337
N -2.300 -0.908 -0.967  0.968
C -2.385 -1.928 -2.003  -0.385
C -3.652 -2.761 -1.904  -0.754
C -4.833 -1.817 -1.835  -0.792
N -4.657 -0.895 -0.721  0.233
C -5.846 -0.164 -0.307  -0.690
H -6.471 1.176 1.254  0.400
H -5.397 -0.129 1.791  0.299
H -4.137 2.014 1.695  0.335
H -4.587 2.199 -0.001  0.379
H -2.391 1.128 0.245  -0.334
H -1.516 -2.564 -1.921  -0.574
H -2.325 -1.435 -2.980  0.331
H -3.619 -3.371 -0.996  0.256
H -3.742 -3.428 -2.763  0.461
H -5.771 -2.352 -1.682  0.468
H -4.918 -1.261 -2.778  0.307
H -6.655 -0.886 -0.185  0.397
H -6.156 0.547 -1.086  0.288

Summary:
Gap between HOMO and LUMO (spin up / spin down) in eV: 7.109 / 4.392
Multiplicity: 6
Maximum force in eV/A: 0.8
Relative energy (zero: lowest compared OMol25 entry of this formula, charge and spin) in kcal/mol: 115.85
Expectation value of S²: 8.85
LUMO (spin up / spin down) in eV: 0.57 / -0.40